The following is a quantum chemistry calculation of a molecular structure, C49H72O9Y, from OMol25.

```
131
Properties=species:S:1:pos:R:3:forces:R:3:mulliken_charge:R:1
Y -20.914619 -6.010725 -2.536626 -0.3973 0.9794 0.7495 2.046
C -19.625623 -7.872606 0.915996 -1.1607 0.7867 -0.3019 -1.286
O -20.031568 -6.724040 0.071054 0.0508 -0.7206 0.8461 -0.115
C -19.759148 -5.492538 0.704771 1.7541 0.5718 -1.2793 0.419
C -20.803174 -4.803616 1.304358 0.2172 0.0633 1.1363 0.771
C -22.226026 -5.315206 1.451177 -0.3432 0.1012 1.6664 -1.144
C -23.149715 -4.266133 0.806808 0.7252 -0.4139 2.2275 -0.176
C -23.853140 -3.414737 1.688444 -0.6934 0.6016 -0.2684 -0.233
C -24.456076 -2.257547 1.177071 1.1512 -1.0059 -1.3666 0.104
C -24.292444 -2.067244 -0.221522 -0.1981 0.1456 0.0749 -0.454
C -23.547158 -2.849414 -1.119264 -0.6229 0.2989 3.1662 0.172
C -23.370859 -2.439950 -2.513681 1.9105 -0.7174 -0.2360 -1.511
C -21.898989 -1.982350 -2.683215 -1.0717 -0.4978 -0.5089 0.290
C -21.558357 -0.716448 -2.249113 1.4699 -0.0086 0.1556 -0.229
C -20.245451 -0.222605 -2.366235 0.4535 -1.0182 -0.9145 0.400
C -19.278141 -1.090841 -2.985964 -2.2923 0.9817 0.3554 -0.869
C -19.656388 -2.284902 -3.582093 -0.8785 0.1378 0.8241 -0.120
C -18.696309 -3.070697 -4.400447 1.3198 -0.7412 0.6330 -0.451
C -17.558066 -3.501012 -3.416727 -0.9545 -0.2470 -1.3080 0.827
C -16.343846 -2.821256 -3.396077 0.1874 0.0034 1.1132 -1.211
C -15.439931 -2.928014 -2.333007 0.2203 -0.4299 0.1370 0.151
C -15.774608 -3.807352 -1.273114 -0.5865 -0.1856 -0.2876 -0.863
C -16.940149 -4.576548 -1.358177 -0.1193 -0.8003 -1.2691 0.357
C -17.331967 -5.555921 -0.294214 -0.7660 0.7623 1.4696 -1.065
C -18.469612 -4.903733 0.519216 -1.4835 0.1595 1.1189 -0.106
C -18.276121 -3.610651 1.101217 2.1663 -1.0829 -1.3084 -0.353
C -19.261087 -2.896828 1.716650 -2.0288 -0.9557 1.7205 0.845
C -20.527880 -3.575041 1.888743 1.2601 0.7326 -1.0659 -0.733
C -19.136023 -1.491056 2.337964 -0.7932 -0.5227 -1.8118 2.513
C -19.357054 -1.559967 3.877941 -0.1833 1.0510 -0.9301 -1.715
C -17.787401 -0.866885 1.976090 -0.2744 -0.2014 0.0430 -2.031
C -20.322651 -0.736202 1.584012 2.3904 0.3177 0.0320 -1.550
C -17.839325 -4.470675 -2.468864 -0.1397 0.2116 1.3286 -1.293
O -19.016676 -5.159479 -2.461563 1.5274 0.5251 -0.1774 -0.218
C -14.148371 -2.095209 -2.213960 -1.5324 1.1979 1.1454 1.916
C -14.504172 -1.106922 -0.979004 1.4436 -1.3092 -0.5460 -1.331
C -12.940773 -2.921017 -1.846915 0.7118 1.2316 -0.8616 -1.711
C -13.811903 -1.265637 -3.419690 0.1585 1.1354 -1.8744 -1.730
C -20.956727 -2.748315 -3.332008 0.0711 -0.6341 -1.2769 0.115
O -21.366971 -3.993983 -3.951339 -0.0684 1.1958 0.5578 0.632
C -22.028393 -3.768478 -5.220801 -0.0111 -1.0194 0.9515 -1.408
C -19.852910 1.220113 -2.007268 -0.3127 -0.6122 -0.5291 2.331
C -18.582836 1.205197 -1.153843 -0.0639 0.8162 0.9263 -1.557
C -19.635144 2.056296 -3.280627 -0.9691 -0.2229 -0.8182 -1.828
C -20.991222 1.905786 -1.271736 0.7807 -0.0833 1.8204 -1.739
C -22.911896 -3.954383 -0.516921 0.1631 -1.6619 -2.0291 -1.047
O -22.199030 -4.879193 -1.267987 -0.5824 1.2130 0.6696 0.817
C -25.246427 -1.323473 2.040445 -0.5692 0.9420 -0.0114 2.110
C -25.430120 -1.904107 3.436545 -0.1025 -1.4672 -0.5479 -2.033
C -24.606913 0.086803 2.299783 -0.3090 -0.9077 -0.0749 -1.484
C -26.637108 -1.121230 1.442403 -1.2567 -0.3694 -0.9725 -1.803
H -18.557308 -8.043741 0.807006 -0.0217 -0.0587 0.1783 0.283
H -20.232189 -8.743552 0.648710 0.2974 0.1130 -0.5135 0.299
H -19.939077 -7.664227 1.945042 0.5274 0.1828 -0.0733 0.384
H -22.447897 -5.372721 2.572133 0.1706 0.3877 -1.3556 0.491
H -22.337161 -6.370318 1.199172 -0.0922 0.1117 -0.6947 0.520
H -24.025513 -3.578564 2.781832 0.7585 -0.5531 -1.3380 0.440
H -24.835237 -1.269061 -0.694061 -0.1338 0.5824 0.0258 0.426
H -24.020172 -1.640436 -2.801065 -0.5243 0.3929 -0.1183 0.641
H -23.555681 -3.336013 -3.088264 -0.0533 -0.0387 -0.6869 0.165
H -22.332724 -0.181538 -1.752546 -0.3453 0.5371 0.2328 0.287
H -18.283453 -0.749044 -3.100294 0.9006 0.2828 -0.1535 0.950
H -18.249895 -2.448305 -5.181963 -0.1715 -0.1040 -0.0076 0.754
H -19.245457 -3.915541 -4.843967 0.5309 0.1784 0.1006 -1.004
H -16.179960 -2.085414 -4.149513 0.2523 0.3768 -0.5401 0.626
H -15.187846 -3.876401 -0.327128 -0.2743 -0.0082 -1.0429 0.463
H -16.483893 -5.718894 0.366478 0.1345 -0.0441 0.1618 0.572
H -17.683874 -6.542666 -0.593682 0.1430 0.1699 -0.5556 -0.126
H -17.219005 -3.222669 0.982747 -1.4779 -0.1316 0.1582 -0.058
H -21.367336 -3.050529 2.332628 0.2199 -0.0934 0.1474 0.384
H -18.841641 -2.392724 4.343750 0.2107 0.0118 0.0221 0.338
H -20.420413 -1.666808 4.031604 -0.3807 -0.2869 0.2897 0.319
H -19.093992 -0.595952 4.353622 0.1410 -0.5011 -0.1933 0.449
H -17.029906 -1.494048 2.474398 0.1666 0.7470 -0.1384 0.483
H -17.814748 0.173956 2.298667 0.4462 -0.0568 0.4235 0.514
H -17.569792 -0.805083 0.895113 -0.2268 -0.4650 0.3738 0.158
H -20.351657 0.286122 1.924486 0.0548 0.6545 -0.1373 0.590
H -21.226798 -1.166319 1.863561 -1.7076 -0.7373 0.3670 0.250
H -20.233137 -0.805189 0.470784 0.0832 0.0928 0.9602 -0.087
H -14.907347 -1.735041 -0.177071 0.0085 0.3369 -0.0477 0.483
H -15.247688 -0.414604 -1.317312 -0.4198 0.5283 -0.0008 0.100
H -13.607779 -0.590302 -0.572777 -0.4876 -0.1455 -0.4698 0.405
H -13.035978 -3.068485 -0.798543 0.6323 -0.7886 0.8801 0.365
H -12.049676 -2.274459 -2.109029 -0.6963 -1.0033 0.7803 0.414
H -12.888951 -3.822884 -2.439281 0.0945 -0.4188 0.1062 0.355
H -14.406291 -0.323390 -3.510549 0.3772 -0.6392 0.2039 0.262
H -13.939789 -1.765645 -4.406812 -0.0795 -0.1037 0.6877 0.372
H -12.731655 -0.989130 -3.435496 -0.8354 0.0760 0.2758 0.370
H -22.498487 -4.720628 -5.488493 -0.2256 0.3490 0.1603 0.196
H -21.266960 -3.590859 -5.935099 0.7200 0.5667 -0.9429 0.289
H -22.730996 -2.938653 -5.162889 -0.0023 -0.1282 -0.0020 0.478
H -17.723391 0.807661 -1.676076 0.2093 -0.0023 -0.3676 0.382
H -18.729916 0.543403 -0.281884 0.0417 0.5697 -0.2407 -0.013
H -18.317768 2.254481 -0.814862 -0.3297 -1.1820 -0.2626 0.491
H -18.990441 1.612086 -4.028288 0.5030 -0.2883 0.0895 0.255
H -19.258365 3.055825 -3.047408 -0.1043 -0.1084 0.0672 0.503
H -20.610262 2.146129 -3.819909 0.5647 0.1839 0.4839 0.394
H -20.931569 1.671370 -0.196920 -0.0910 -0.0976 -0.1790 0.119
H -22.009505 1.699321 -1.550976 -0.1409 0.0585 -0.6466 0.427
H -20.777390 2.952276 -1.329125 -0.2840 0.8528 -0.0294 0.473
H -24.435454 -2.061734 3.885010 -0.5239 0.2062 0.2552 0.366
H -25.930900 -2.917297 3.325825 0.3588 1.1834 0.5242 0.336
H -26.031414 -1.208810 4.012107 -0.0171 -0.1919 0.3145 0.501
H -23.582554 -0.102288 2.775017 -1.5644 1.0101 -0.4406 0.227
H -25.407207 0.641668 2.827802 0.9529 -0.3837 1.0051 0.514
H -24.620834 0.744860 1.442768 0.9615 -0.2969 -0.8790 0.356
H -27.238011 -2.018641 1.236498 0.8168 -0.5346 0.0071 0.386
H -26.740611 -0.571846 0.486032 0.5780 0.0861 0.5810 0.328
H -27.306879 -0.685127 2.154918 -0.1413 1.0077 0.5785 0.498
O -22.293456 -7.787011 -1.301158 1.4676 0.9480 1.2964 -0.804
H -21.953162 -7.239886 -0.512344 -0.8134 -1.1252 -1.1554 0.334
H -23.201079 -7.500365 -1.439037 -0.4129 0.1904 0.1648 0.445
O -22.942372 -6.497482 -3.698155 2.0039 0.9615 -0.4213 -0.277
H -22.929806 -7.203088 -4.311750 -0.2241 -1.1116 -1.0368 0.205
H -23.765027 -6.447030 -3.264834 -2.1640 0.0810 1.0297 0.262
O -19.361313 -7.827751 -2.468969 -0.4680 0.7627 -0.7584 -0.623
H -18.547620 -7.328814 -2.556220 0.3928 0.4104 0.0943 0.051
H -19.145184 -8.689860 -2.188717 0.2094 -1.6139 0.5749 0.371
O -24.895445 -6.140566 -1.825616 0.1541 0.1923 0.5613 -0.853
H -24.438559 -5.430484 -1.338426 0.2193 0.0199 -0.2275 0.176
H -25.668538 -6.287216 -1.269436 -0.2004 -0.2398 -0.2664 0.308
C -18.197226 -6.630205 -5.621765 0.6676 1.7463 1.2510 -0.699
C -19.640604 -6.614474 -5.706484 -2.5761 -0.5647 -1.0385 0.604
C -20.357029 -6.940217 -6.997801 2.9801 -2.3971 -0.2702 -1.518
O -20.402310 -6.476446 -4.757127 0.4585 0.0484 0.1405 -0.313
H -17.726743 -6.144654 -6.478559 0.0127 -0.2559 0.0565 0.425
H -17.906154 -7.654426 -5.530937 0.4399 -0.8119 -0.1348 0.380
H -17.949922 -6.095452 -4.679850 0.2839 -0.3188 -0.5434 -0.151
H -20.943255 -6.193412 -7.372470 -1.7610 2.1524 -0.5601 0.389
H -20.931431 -7.843402 -6.829676 -0.3784 -0.0312 0.1427 0.341
H -19.653472 -7.203013 -7.811761 -0.1640 0.1846 0.4239 0.386
```
Positions in Å, forces in eV/Å.

LUMO energy = -2.5 eV
largest force on an atom = 3.8 eV Å⁻¹
relative energy (zero: lowest compared OMol25 entry of this formula, charge and spin) = 66.74 kcal per mole
total charge = +1
Kohn-Sham gap = 0.2659 hartree